# 1
Entry from OMol25: a 10-piece molecular cluster, C24H72N6O15 overall at a distorted geometry (ωB97M-V/def2-TZVPD).

As for the relative energy (zero: lowest compared OMol25 entry of this formula, charge and spin): 234.1 kJ/mol. The value obtained for the electronic energy is -2414.37438 hartree. Its HOMO energy is -0.331 Ha.

CARTESIAN COORDINATES (ANGSTROEM)
N1 0.69 2.72 -0.79
H1 0.23 2.41 0.05
H2 0.51 1.90 -1.36
H3 1.70 2.70 -0.86
H4 0.24 3.55 -1.13
N2 0.75 -0.61 -0.94
O1 1.95 -0.65 -0.81
O2 0.12 -0.09 -1.87
O3 0.09 -1.08 -0.04
C1 4.57 3.13 -1.32
C2 4.35 1.66 -0.95
O4 3.27 1.57 -0.06
O5 3.41 3.52 -2.06
H5 5.56 3.27 -1.76
H6 4.58 3.67 -0.37
H7 5.22 1.29 -0.39
H8 4.12 1.04 -1.82
H9 2.83 0.75 -0.30
H10 3.43 4.48 -2.01
C3 -1.85 -3.16 -2.27
C4 -0.72 -3.85 -3.15
O6 0.64 -3.72 -2.66
O7 -1.88 -3.75 -0.99
H11 -2.82 -3.30 -2.75
H12 -1.61 -2.09 -2.30
H13 -0.85 -3.41 -4.14
H14 -0.90 -4.93 -3.16
H15 0.61 -3.82 -1.71
H16 -1.40 -3.23 -0.35
C5 2.74 0.42 -5.18
C6 1.21 0.37 -5.54
O8 0.91 -0.10 -6.87
O9 3.23 1.30 -6.15
H17 3.21 -0.56 -5.27
H18 2.96 0.89 -4.23
H19 0.89 1.40 -5.47
H20 0.68 -0.20 -4.78
H21 0.20 -0.74 -6.83
H22 3.12 0.80 -6.96
C7 -2.97 -0.85 1.60
C8 -4.25 -1.73 1.79
O10 -4.44 -2.22 0.45
O11 -1.79 -1.68 1.69
H23 -2.88 -0.15 2.43
H24 -3.00 -0.27 0.67
H25 -4.97 -0.98 2.13
H26 -4.26 -2.48 2.58
H27 -3.59 -2.45 0.08
H28 -1.18 -1.34 1.04
C9 5.39 1.21 2.82
C10 4.93 0.09 3.79
C11 3.63 -0.49 3.28
O12 2.59 0.44 3.50
C12 1.30 -0.12 3.37
N3 6.05 -0.88 3.93
H29 4.55 1.86 2.60
H30 5.80 0.73 1.93
H31 6.06 1.98 3.21
H32 4.71 0.63 4.71
H33 3.42 -1.39 3.87
H34 3.55 -0.84 2.25
H35 0.45 0.47 3.72
H36 1.23 -0.95 4.06
H37 1.05 -0.41 2.35
H38 6.89 -0.35 4.15
H39 5.81 -1.47 4.71
C13 -2.65 3.41 -4.30
C14 -2.56 2.52 -3.10
C15 -3.97 1.87 -2.74
O13 -3.98 1.36 -1.40
C16 -5.25 1.58 -0.76
N4 -1.52 1.45 -3.48
H40 -3.08 2.90 -5.17
H41 -1.77 3.98 -4.59
H42 -3.42 4.17 -4.14
H43 -2.15 3.08 -2.26
H44 -4.27 1.02 -3.36
H45 -4.80 2.54 -2.97
H46 -6.18 1.68 -1.31
H47 -5.17 2.54 -0.25
H48 -5.26 0.79 0.00
H49 -0.54 1.65 -3.37
H50 -1.56 0.73 -2.77
C17 0.39 -5.85 0.82
C18 0.47 -4.36 1.16
C19 1.17 -4.07 2.54
O14 0.58 -4.70 3.70
C20 -0.78 -4.29 3.78
N5 1.17 -3.79 -0.03
H51 -0.41 -6.14 0.14
H52 0.29 -6.43 1.73
H53 1.28 -6.29 0.37
H54 -0.49 -3.83 1.14
H55 1.33 -3.02 2.79
H56 2.20 -4.44 2.49
H57 -1.37 -4.58 2.91
H58 -0.82 -3.21 3.95
H59 -1.19 -4.78 4.66
H60 0.76 -2.86 -0.07
H61 2.12 -3.52 0.17
C21 -0.28 3.00 3.07
C22 -1.44 2.35 2.29
C23 -2.61 3.36 2.03
O15 -3.54 3.39 3.11
C24 -4.90 3.58 2.83
N6 -0.92 1.64 1.11
H62 -0.60 3.96 3.47
H63 0.56 3.28 2.43
H64 0.02 2.32 3.87
H65 -1.76 1.59 3.00
H66 -3.22 2.90 1.25
H67 -2.34 4.33 1.62
H68 -4.97 4.55 2.34
H69 -5.43 3.70 3.77
H70 -5.35 2.88 2.13
H71 -0.31 1.02 1.63
H72 -1.57 1.09 0.57

Atomic partial charges in e from the Mulliken method, atoms 1 to 5:
1 N 0.42
2 H 0.27
3 H -0.34
4 H 0.49
5 H 0.43

---

# 2
Entry from OMol25: C18H32AgAs2N2O2PS as an isolated structure at a distorted geometry (ωB97M-V/def2-TZVPD).

The value obtained for the electronic energy is -6322.87918 hartree. Its HOMO energy is -0.173 Ha.

CARTESIAN COORDINATES (ANGSTROEM)
Ag1 0.00 0.00 0.00
C1 -2.05 -1.60 3.59
As1 -1.38 -1.04 1.81
C2 -1.21 -2.88 1.12
C3 -3.08 -0.62 0.84
C4 -4.26 -0.50 1.60
C5 -5.48 -0.20 1.01
C6 -5.56 0.00 -0.36
C7 -4.41 -0.10 -1.15
C8 -3.16 -0.41 -0.58
As2 -1.61 -0.52 -1.82
C9 -2.42 -1.61 -3.26
C10 -1.82 1.24 -2.70
H1 -2.86 -2.35 3.48
H2 -2.42 -0.72 4.14
H3 -1.22 -2.05 4.16
H4 -2.16 -3.43 1.27
H5 -0.40 -3.40 1.67
H6 -0.97 -2.85 0.04
H7 -4.25 -0.63 2.67
H8 -6.37 -0.11 1.62
H9 -6.51 0.25 -0.82
H10 -4.52 0.07 -2.21
H11 -3.36 -1.17 -3.64
H12 -2.62 -2.63 -2.88
H13 -1.71 -1.67 -4.11
H14 -2.85 1.38 -3.08
H15 -1.11 1.31 -3.55
H16 -1.59 2.04 -1.97
S1 1.40 1.03 -1.67
C11 2.41 1.74 -2.87
C12 3.71 2.12 -2.55
C13 4.53 2.71 -3.52
C14 4.04 2.91 -4.81
C15 2.73 2.53 -5.13
C16 1.92 1.95 -4.16
H17 4.09 1.96 -1.54
H18 5.54 3.00 -3.26
H19 4.67 3.37 -5.56
H20 2.35 2.69 -6.13
H21 0.90 1.65 -4.41
N1 0.14 -3.45 -2.84
C17 0.80 -4.06 -1.63
P1 1.83 -2.85 -0.74
O1 3.02 -2.54 -1.61
O2 0.91 -1.74 -0.31
C18 2.48 -3.62 0.79
N2 3.23 -2.62 1.63
H22 0.90 -3.08 -3.45
H23 -0.35 -2.60 -2.51
H24 -0.49 -4.06 -3.37
H25 1.40 -4.90 -1.99
H26 -0.01 -4.43 -0.99
H27 3.17 -4.43 0.56
H28 1.65 -3.98 1.41
H29 2.61 -1.81 1.77
H30 4.00 -2.25 1.05
H31 3.58 -2.97 2.53
H32 1.17 0.40 1.22

Atomic partial charges in e from the natural (NBO) method, atoms 1 to 5:
1 Ag 0.70
2 C -0.97
3 As 0.95
4 C -0.96
5 C -0.33

---

Number 1: frontier orbital gap 8.713 eV, molecular weight 684.87 Da. Number 2: frontier orbital gap 4.016 eV, molecular weight 629.22 Da.